221
Properties=species:S:1:pos:R:3:forces:R:3 method="wB97M-V/def2-TZVPD" charge=+5 multiplicity=1 homo_ev=-13.4255
N 0.4201 0.1530 2.1758 -1.117 -0.453 -1.820
O 0.2246 0.8876 1.1843 0.409 0.795 -0.372
O 1.1505 -0.8196 2.0879 2.057 -1.364 -0.329
O -0.2445 0.2925 3.1778 -1.328 1.063 2.557
C -3.7831 -7.2878 -10.4422 -0.370 -0.482 -0.169
C -4.7387 -6.1101 -10.7465 -0.447 -1.376 -0.424
C -5.9976 -5.9519 -9.8638 0.682 0.994 -0.698
C -5.6852 -5.5884 -8.4596 0.135 -0.359 1.996
P -5.7391 -3.8492 -7.9895 0.141 0.934 -3.525
C -7.4626 -3.2176 -8.1187 1.215 0.026 -0.432
C -7.6547 -1.6308 -8.2375 -1.464 -1.512 1.355
C -8.5449 -1.1878 -9.4329 1.340 1.155 0.614
C -8.9390 0.2796 -9.2261 -1.262 1.025 0.619
C -4.7491 -2.9784 -9.3333 1.110 -0.793 1.920
C -3.1841 -3.3038 -9.2584 -0.921 1.057 0.210
C -2.5487 -2.5119 -10.3964 0.098 -0.585 -0.967
C -1.0758 -2.7755 -10.8018 0.182 1.112 0.481
C -5.0250 -3.5681 -6.3948 0.728 0.351 0.592
C -4.4856 -2.1804 -6.0640 -0.164 1.236 0.945
C -3.6135 -2.1630 -4.7630 0.188 -0.280 -0.191
C -2.1622 -2.6836 -4.9569 -1.305 0.249 -0.382
H -3.2097 -7.2332 -9.5168 -0.137 0.193 0.176
H -3.0531 -7.4707 -11.2307 0.102 0.679 -0.164
H -4.2978 -8.2483 -10.4679 -0.396 0.032 0.448
H -5.2765 -6.3823 -11.6546 0.797 0.317 -0.726
H -4.1174 -5.2256 -10.8866 -0.524 0.265 -0.036
H -6.5941 -6.8637 -9.8962 0.017 0.118 -0.098
H -6.5688 -5.1078 -10.2501 -0.426 -0.350 -0.657
H -4.6825 -5.9694 -8.2659 0.025 0.019 0.686
H -6.4049 -6.0608 -7.7911 0.181 -0.298 0.360
H -7.9599 -3.7444 -7.3043 -0.250 0.746 0.664
H -7.9508 -3.7524 -8.9334 0.390 0.227 -0.641
H -6.8290 -0.9358 -8.0853 0.763 -0.628 -0.739
H -8.1084 -1.4902 -7.2564 -0.924 0.599 -0.155
H -9.4231 -1.8074 -9.6145 0.157 -0.075 0.193
H -7.8848 -1.2172 -10.2998 -0.182 -0.306 -0.298
H -8.2550 0.9824 -8.7504 0.972 -0.545 -0.172
H -9.7696 0.4009 -8.5308 -0.322 -0.595 0.167
H -9.3108 0.8562 -10.0731 0.216 -0.595 -0.551
H -4.8535 -1.9229 -9.0820 -0.098 0.143 -0.378
H -5.1421 -3.1823 -10.3293 -0.225 -0.064 0.187
H -2.9303 -4.3617 -9.1910 -0.141 -0.018 -0.305
H -2.7928 -2.8019 -8.3734 -0.071 -0.438 0.481
H -2.7429 -1.4689 -10.1466 0.563 0.231 0.057
H -3.1901 -2.6286 -11.2700 0.157 -0.289 -0.372
H -0.8029 -3.7100 -11.2922 -0.592 -0.086 0.069
H -0.3614 -2.6241 -9.9926 -0.236 -0.358 0.568
H -0.7438 -1.9593 -11.4435 -0.308 -0.108 -0.501
H -4.1793 -4.2418 -6.2568 -0.291 -0.539 -0.072
H -5.8166 -3.7632 -5.6714 0.127 -0.452 0.159
H -5.3400 -1.5249 -5.8955 -0.191 0.030 0.222
H -3.9682 -1.6308 -6.8504 0.344 -0.558 -0.289
H -4.0582 -2.7723 -3.9762 -0.397 -0.150 -0.129
H -3.6246 -1.1540 -4.3507 0.154 0.100 -0.164
H -1.5960 -1.9427 -5.5213 0.284 -0.181 0.141
H -2.2508 -3.5949 -5.5482 0.398 -0.128 -0.092
H -1.7006 -2.9506 -4.0062 0.096 0.270 -0.114
C 8.3868 1.4116 1.2672 -0.254 -0.024 -1.409
C 7.0317 0.9327 0.6243 0.805 0.670 1.478
C 6.3826 1.8558 -0.4568 0.690 -1.386 1.090
C 5.5684 3.0066 0.1304 0.035 0.808 -0.419
P 5.1708 4.2269 -1.1491 0.816 -0.119 -1.188
C 6.7569 4.9727 -1.7075 -0.762 0.098 -0.045
C 7.6431 5.5003 -0.5660 1.138 0.224 -0.176
C 9.1067 5.7881 -1.0262 0.124 0.644 0.780
C 10.0057 4.5893 -1.2811 -0.839 -0.023 -0.605
C 4.4204 3.3098 -2.5465 -0.156 0.619 -0.245
C 3.8246 4.2275 -3.6319 -0.364 0.434 -0.240
C 2.5295 3.6695 -4.3070 2.133 0.889 -0.107
C 2.8601 2.5372 -5.2827 -0.482 -0.482 0.857
C 4.0212 5.5495 -0.6071 0.306 -0.588 -0.925
C 4.5771 6.4785 0.4444 1.776 -0.955 -0.263
C 3.5334 7.1503 1.1964 -1.445 1.910 0.445
C 4.0355 8.1719 2.2176 -0.133 -0.499 -0.058
H 8.7819 0.5971 1.8742 -0.107 0.226 0.247
H 8.4414 2.3652 1.7924 -0.449 -0.097 0.191
H 9.0759 1.5014 0.4275 0.330 0.113 0.003
H 6.3800 0.7503 1.4788 -0.522 -0.145 -0.274
H 7.3683 -0.0333 0.2478 -0.715 -0.041 -0.541
H 5.6969 1.2436 -1.0425 0.191 0.013 -0.248
H 7.2611 2.1255 -1.0430 -0.362 0.593 -0.486
H 6.1236 3.5951 0.8608 -0.087 -0.323 0.406
H 4.6102 2.6677 0.5243 0.114 -0.137 0.340
H 6.4139 5.7772 -2.3581 0.084 0.450 0.051
H 7.2412 4.3168 -2.4309 0.173 -0.444 0.369
H 7.6878 4.8097 0.2762 -0.134 -0.078 0.047
H 7.2164 6.4426 -0.2224 0.047 -0.130 0.166
H 9.7141 6.3303 -0.3015 -0.841 0.621 0.465
H 9.0115 6.4772 -1.8654 0.295 -0.261 -0.368
H 10.5276 4.1850 -0.4137 -0.392 0.166 0.261
H 10.7916 4.8999 -1.9695 -0.205 -0.481 -0.332
H 9.3011 3.8482 -1.6585 0.791 -0.707 -0.562
H 3.6614 2.6678 -2.0993 -0.231 -0.022 0.039
H 5.1220 2.6528 -3.0606 0.331 -0.063 0.539
H 4.5776 4.4590 -4.3852 0.158 -0.569 -0.284
H 3.6607 5.2486 -3.2875 -0.521 -0.111 0.485
H 2.1900 4.5088 -4.9139 -0.562 -0.060 0.155
H 1.8174 3.4374 -3.5151 -0.175 -0.212 -0.279
H 3.4312 1.7171 -4.8475 0.017 -0.028 0.437
H 3.4779 2.8584 -6.1212 -0.508 0.237 -0.174
H 1.8967 2.0989 -5.5432 0.219 -0.056 -0.755
H 3.1301 4.9948 -0.3132 -0.206 0.149 0.348
H 3.7446 6.1615 -1.4656 -0.054 -0.323 -0.239
H 5.1947 7.2675 0.0152 0.130 -0.165 -0.434
H 5.2727 5.8993 1.0517 -0.033 0.107 0.629
H 2.8233 6.4618 1.6545 0.071 -0.105 0.134
H 2.9720 7.7575 0.4863 -0.472 -0.233 -0.280
H 4.8055 7.6526 2.7883 -0.267 0.381 0.804
H 3.1421 8.5134 2.7403 0.389 -0.184 0.736
H 4.4779 9.0940 1.8406 0.118 -0.267 -0.579
C 0.6354 -7.7999 6.7796 0.653 0.247 1.765
C 1.6371 -7.1010 7.7618 -0.006 0.180 -1.136
C 1.4650 -5.5280 7.8395 2.248 -0.859 0.342
C 2.6285 -4.9614 8.7197 -0.845 1.106 0.722
N 2.9374 -3.4203 8.5507 1.024 -0.803 -0.862
C 3.6963 -3.1469 7.2593 1.534 1.404 -0.558
C 4.6825 -1.8776 7.4785 -1.596 0.134 1.504
C 4.7382 -1.7676 9.0431 -0.717 0.003 0.071
C 3.9716 -2.9869 9.6077 -0.257 -0.538 -0.356
C 1.6584 -2.6387 8.6825 0.779 -0.192 -0.091
H 0.8705 -8.8636 6.8161 -0.151 -0.022 -0.143
H 0.6998 -7.4669 5.7437 -0.183 0.253 0.222
H -0.3287 -7.6600 7.2685 -0.392 -0.091 -0.753
H 2.6353 -7.3827 7.4265 0.326 0.608 -0.287
H 1.6317 -7.6184 8.7212 -0.639 0.414 0.310
H 0.4786 -5.2337 8.1980 0.129 -0.008 -0.052
H 1.6950 -5.1046 6.8619 -0.638 -0.183 -0.379
H 3.5844 -5.4753 8.6187 -0.152 0.030 -0.362
H 2.3618 -4.9875 9.7763 -0.029 -0.311 0.087
H 3.0140 -3.0151 6.4196 0.019 -0.089 0.167
H 4.4061 -3.9510 7.0648 -0.571 -0.452 0.138
H 4.2569 -0.9269 7.1570 -0.485 -0.297 -0.313
H 5.6799 -1.8143 7.0436 -0.153 -1.196 -0.217
H 4.2471 -0.8310 9.3067 -0.029 -0.113 0.287
H 5.7458 -1.7081 9.4545 -0.088 -0.246 -0.065
H 3.4051 -2.9606 10.5386 0.272 0.718 0.095
H 4.6528 -3.8295 9.7265 0.027 -0.064 -0.217
H 1.9290 -1.5887 8.5712 -0.288 -0.015 0.212
H 1.2635 -2.8925 9.6662 -0.066 0.348 -0.043
H 0.9362 -2.9278 7.9190 0.279 -0.014 -0.037
C 4.5092 -6.1657 -5.7675 -0.949 0.071 -2.152
C 5.2201 -6.5007 -4.5274 -0.066 0.288 1.653
C 4.3386 -6.0898 -3.3182 1.223 -1.214 1.039
N 4.9264 -6.5977 -1.9176 1.404 1.217 0.800
C 6.4604 -6.2810 -1.8010 -1.976 0.047 -0.621
C 4.6485 -8.0531 -1.5676 -1.223 -0.217 -0.890
C 3.3127 -8.0279 -0.7633 -0.496 -0.865 -1.059
C 3.0047 -6.6002 -0.4388 -0.035 1.275 0.439
C 4.2778 -5.8359 -0.7422 -0.135 -0.692 -0.522
H 5.2627 -6.0898 -6.5515 -0.310 -0.183 -0.308
H 3.9365 -5.2400 -5.8239 0.307 0.378 0.564
H 3.7589 -6.9065 -6.0441 0.210 -0.293 -0.082
H 6.1391 -5.9147 -4.5387 0.044 0.058 0.469
H 5.5341 -7.5439 -4.5632 -0.224 -0.124 0.330
H 3.3088 -6.4466 -3.3004 0.108 -0.294 -0.386
H 4.2928 -5.0008 -3.3270 0.174 -0.003 0.543
H 6.9826 -6.7825 -2.6158 0.075 -0.067 0.418
H 6.7380 -6.5710 -0.7876 0.275 -0.086 -0.374
H 6.5005 -5.1992 -1.9282 0.365 -0.077 0.055
H 5.4662 -8.5838 -1.0800 0.189 0.703 0.188
H 4.5187 -8.5495 -2.5293 -0.045 -0.167 0.089
H 3.2214 -8.6529 0.1251 0.729 -0.132 -0.182
H 2.4907 -8.3508 -1.4021 0.219 -0.442 -0.133
H 2.7811 -6.5397 0.6263 -0.193 0.465 -0.139
H 2.1757 -6.1871 -1.0134 -0.099 -0.158 0.128
H 4.9257 -5.9983 0.1191 0.309 0.492 -0.223
H 4.1515 -4.7946 -1.0386 0.182 -0.069 0.315
C -4.9464 8.9028 10.4115 -0.068 1.891 0.247
C -3.9124 7.8811 10.1632 0.748 -1.325 1.481
C -2.6037 8.4607 9.6348 0.285 -1.491 -1.841
N -1.5287 7.3533 9.5001 1.072 -0.095 0.337
C -1.0671 6.7486 10.8234 -0.080 0.222 -0.286
C -1.9884 6.2812 8.5749 -0.127 -0.801 -0.868
C -0.7387 5.6080 7.9922 -0.491 -1.658 0.837
C 0.3848 6.5789 8.1564 0.673 1.851 -0.389
C -0.2463 7.8153 8.7456 -1.287 1.036 0.810
H -5.7824 8.5516 11.0164 -0.129 -0.058 -0.546
H -5.2026 9.4274 9.4910 -0.716 -0.379 -0.112
H -4.5109 9.7252 10.9790 0.088 -0.015 0.401
H -4.3383 7.0156 9.6556 0.295 0.368 -1.229
H -3.7285 7.3405 11.0917 0.387 0.465 0.627
H -2.1657 9.3736 10.0384 -0.187 -0.381 0.827
H -2.7347 8.6894 8.5771 -0.233 0.313 -0.111
H -0.1851 6.1256 10.6752 -0.179 -0.055 -0.376
H -1.8549 6.1306 11.2542 0.028 0.310 0.013
H -0.7342 7.5475 11.4859 -0.433 0.072 -0.009
H -2.7051 5.5888 9.0166 0.237 0.174 0.314
H -2.4721 6.6947 7.6899 -0.294 0.709 0.449
H -0.4708 4.7055 8.5415 -0.235 -0.121 0.076
H -0.9988 5.2561 6.9938 0.427 0.298 -0.120
H 1.2154 6.3039 8.8065 -0.111 -0.582 -0.318
H 0.7745 6.9744 7.2184 0.397 -0.600 -0.109
H 0.3867 8.3850 9.4260 -0.120 -0.043 0.018
H -0.6247 8.4885 7.9763 0.053 0.025 -0.005
C -9.3609 2.0638 -0.5377 1.303 -0.190 0.586
C -8.5261 2.4952 0.7359 -0.198 0.703 -1.295
C -7.5729 1.3839 1.2761 -0.737 0.878 0.897
N -6.7305 1.9169 2.4859 0.471 2.087 0.317
C -5.6767 2.9591 2.0087 -1.016 -0.833 -0.009
C -6.0665 0.7883 3.2397 -0.439 -0.413 0.226
C -5.8061 1.2636 4.6855 -0.461 -0.878 -1.163
C -6.9613 2.2327 4.9279 1.703 1.384 0.045
C -7.6389 2.5710 3.5708 0.345 -3.019 1.732
H -8.5856 1.7268 -1.2258 -0.297 -0.583 -0.254
H -9.8711 2.8367 -1.1125 0.059 0.453 0.706
H -10.0997 1.2927 -0.3195 0.257 -0.139 -0.013
H -9.1830 2.9411 1.4828 -0.163 -0.899 0.512
H -7.9963 3.4105 0.4718 0.599 -0.230 -0.423
H -6.8858 0.8219 0.6436 0.236 0.929 -0.602
H -8.2198 0.5645 1.5896 -0.015 0.103 0.899
H -4.9081 3.2359 2.7303 -0.389 -0.529 0.534
H -6.2680 3.8537 1.8134 0.406 -0.124 -0.644
H -5.1604 2.4781 1.1779 -0.214 0.516 -0.269
H -5.1726 0.4697 2.7035 -0.174 -0.071 -0.073
H -6.8548 0.0361 3.2118 0.398 -0.445 0.173
H -4.8114 1.7084 4.7145 -0.183 0.244 0.222
H -5.8282 0.4624 5.4243 0.129 -0.244 -0.398
H -6.3856 3.0912 5.2738 -0.787 0.556 0.329
H -7.6600 1.9425 5.7126 -0.025 -0.065 -0.317
H -7.9258 3.6186 3.6611 0.042 -0.136 -1.512
H -8.4313 1.8226 3.5592 -0.864 0.914 -0.225